Molecular formula: C14H12N2O2S
Method: DFT, the ωB97M-V functional and the def2-TZVPD basis

Output
LUMO, eV: 0.5
Highest occupied orbital energy, eV: -8.48
Energy relative to the best compared isomer or geometry (same formula, charge and spin), eV: 9.339

Atoms and positions in Å:
1 S -4.546 -2.082 -3.541
2 O -1.097 0.212 -0.860
3 O 2.318 -0.070 0.463
4 N -1.988 -2.090 -3.968
5 N -0.421 -0.987 -2.543
6 C 2.305 0.513 1.650
7 C -3.952 -0.436 -1.457
8 C 3.870 1.551 3.320
9 C 0.943 -0.555 0.013
10 C 1.451 1.394 3.641
11 C 0.397 0.561 -0.664
12 C -2.954 -1.633 -3.426
13 C -1.424 -0.363 -1.899
14 C 3.513 1.077 2.057
15 C -2.706 -0.944 -2.085
16 C 1.270 0.724 2.372
17 C -4.889 -1.225 -1.996
18 C -0.916 -1.663 -3.607
19 C 2.811 1.738 4.075
20 H 0.499 -1.074 0.658
21 H 4.489 0.785 1.286
22 H 0.002 -1.989 -4.411
23 H 4.873 1.770 3.668
24 H -3.914 0.239 -0.770
25 H 0.044 1.597 0.182
26 H 0.691 1.576 4.435
27 H 0.337 0.408 2.435
28 H 3.098 2.361 4.904
29 H 0.822 1.031 -1.553
30 H -5.991 -1.184 -1.711
31 H 1.064 -1.245 -0.664

---

Molecular formula: C3H4N2O
Method: DFT, the ωB97M-V functional and the def2-TZVPD basis

Output
LUMO (alpha / beta), eV: -1.1 / -1.1
Highest occupied orbital energy (alpha / beta), eV: -10.42 / -10.42
Energy relative to the best compared isomer or geometry (same formula, charge and spin), eV: 3.153

Atoms and positions in Å:
1 O 2.107 -0.683 -0.627
2 N 0.117 -0.876 -1.045
3 N 0.758 0.543 0.725
4 C 1.959 0.124 0.333
5 C -0.124 -0.075 -0.103
6 C -1.644 0.084 -0.056
7 H -1.834 1.142 -0.233
8 H -1.940 -0.235 0.942
9 H 2.823 0.521 0.892
10 H -2.205 -0.504 -0.796

---

Molecular formula: C32H40F4N6NaS
Method: DFT, the ωB97M-V functional and the def2-TZVPD basis

Output
LUMO, eV: 1.9
Highest occupied orbital energy, eV: -4.00
Energy relative to the best compared isomer or geometry (same formula, charge and spin), eV: 0.000
Total charge: -1

Atoms and positions in Å:
1 S -1.563 -1.086 4.138
2 Na 0.068 -0.773 -0.108
3 F 8.821 -3.352 -3.678
4 F 7.340 -3.863 -5.176
5 F -1.266 -7.009 2.021
6 F 8.125 -1.854 -5.082
7 N -1.340 -1.416 -2.055
8 N 0.868 -0.455 3.403
9 N -2.371 1.136 -0.496
10 N 0.707 0.695 -2.008
11 N -0.076 1.116 4.742
12 N 0.120 1.531 0.969
13 C -0.500 2.346 6.765
14 C 1.136 2.541 0.693
15 C -3.626 -0.925 -1.216
16 C -0.047 0.342 -3.193
17 C 1.037 2.099 -1.849
18 C -1.946 -3.513 1.287
19 C -2.321 1.100 0.955
20 C 5.448 -1.996 -3.888
21 C -2.129 -4.817 1.758
22 C 3.481 -1.368 -0.775
23 C 6.774 -2.653 -1.997
24 C 1.910 2.336 -0.613
25 C 4.422 -1.627 -3.039
26 C -2.690 3.163 7.322
27 C -0.785 -3.063 0.631
28 C 5.745 -2.285 -1.149
29 C -3.184 2.575 6.164
30 C -2.346 1.885 5.301
31 C 0.202 -4.059 0.482
32 C 7.722 -2.893 -4.310
33 C -1.340 3.048 7.616
34 C -3.587 0.599 -1.095
35 C -0.430 -1.138 -3.147
36 C -1.109 -5.726 1.566
37 C 6.633 -2.509 -3.371
38 C -1.178 1.972 1.464
39 C 0.062 -5.377 0.935
40 C -2.760 -1.500 -2.341
41 C 4.543 -1.759 -1.643
42 C -0.993 1.762 5.604
43 C -0.239 -0.090 4.099
44 C 2.566 -1.040 -0.015
45 H 0.485 -1.726 -3.016
46 H -1.071 -2.188 -1.440
47 H 0.846 -6.117 0.806
48 H -3.353 3.702 7.988
49 H 5.335 -1.886 -4.961
50 H -4.480 0.926 -0.534
51 H -3.072 -2.538 -2.519
52 H 0.553 2.239 7.005
53 H 2.608 1.503 -0.507
54 H -3.035 -5.125 2.270
55 H -2.195 0.068 1.306
56 H 0.496 0.557 -4.131
57 H -1.345 2.991 1.101
58 H 7.693 -3.056 -1.594
59 H -3.257 1.469 1.414
60 H -3.335 -1.397 -0.272
61 H 5.854 -2.401 -0.079
62 H -2.971 -0.951 -3.266
63 H -0.939 3.497 8.516
64 H 0.633 3.512 0.638
65 H -0.849 -1.425 -4.121
66 H -4.237 2.657 5.922
67 H 1.865 2.624 1.511
68 H 0.884 1.386 4.885
69 H -1.227 2.027 2.556
70 H 0.099 2.665 -1.761
71 H -3.678 1.023 -2.100
72 H 1.554 2.499 -2.736
73 H 0.778 -1.291 2.839
74 H -2.768 -2.818 1.468
75 H 1.148 -3.802 0.005
76 H -2.739 1.428 4.405
77 H -0.967 0.940 -3.208
78 H 3.500 -1.229 -3.444
79 H -4.666 -1.215 -1.401
80 H 1.550 0.131 -1.926
81 H 2.510 3.239 -0.770
82 H 1.525 0.232 3.066
83 H 0.501 0.788 1.540
84 H -2.208 2.081 -0.819

---

Molecular formula: C4H6O2
Method: DFT, the ωB97M-V functional and the def2-TZVPD basis

Output
LUMO, eV: 0.8
Highest occupied orbital energy, eV: -9.94
Energy relative to the best compared isomer or geometry (same formula, charge and spin), eV: 3.227
SMILES: O[C@H]1C[C@H]2O[C@@H]12

Atoms and positions in Å:
1 O -0.709 -0.425 -1.677
2 O -0.822 1.242 1.456
3 C -0.122 -1.018 0.553
4 C -0.009 0.511 0.597
5 C 0.365 -0.876 -0.907
6 C 0.105 0.565 -0.906
7 H -1.158 -1.374 0.571
8 H 1.199 -1.407 -1.345
9 H 0.486 -1.557 1.280
10 H 0.488 1.446 -1.417
11 H 1.081 0.751 0.676
12 H -0.905 2.143 1.119

---

Molecular formula: Br3FeI
Method: DFT, the ωB97M-V functional and the def2-TZVPD basis

Output
LUMO (alpha / beta), eV: 5.4 / 5.4
Highest occupied orbital energy (alpha / beta), eV: -1.69 / -1.45
2S+1: 5
Total charge: -2

Atoms and positions in Å:
1 I -0.419 1.263 2.346
2 Br -0.334 -2.512 0.169
3 Br 2.378 0.370 -0.724
4 Br -1.603 0.935 -1.702
5 Fe -0.022 -0.056 -0.089

---

Molecular formula: C4H11NO2
Method: DFT, the ωB97M-V functional and the def2-TZVPD basis

Output
LUMO, eV: 0.8
Highest occupied orbital energy, eV: -8.96
Energy relative to the best compared isomer or geometry (same formula, charge and spin), eV: 2.124
SMILES: C[C@H](O)[C@H](N)CO

Atoms and positions in Å:
1 O 0.384 1.793 0.459
2 O -0.201 -2.038 1.901
3 N -1.852 -0.704 -0.272
4 C 1.339 0.768 -1.418
5 C 0.051 0.945 -0.648
6 C -0.183 -0.707 1.430
7 C -0.415 -0.468 -0.147
8 H -2.367 0.156 -0.043
9 H 1.134 0.190 -2.287
10 H -0.803 1.403 -1.173
11 H 1.877 1.761 -1.652
12 H -2.001 -1.356 0.509
13 H 0.768 -0.246 1.522
14 H 1.099 2.376 0.210
15 H -0.920 -0.132 1.984
16 H 1.990 0.099 -0.830
17 H 0.002 -2.638 1.211
18 H 0.096 -1.203 -0.755

---

Molecular formula: C20H46BClO6
Method: DFT, the ωB97M-V functional and the def2-TZVPD basis

Output
LUMO, eV: 0.3
Highest occupied orbital energy, eV: -8.34
SMILES: ClBCCc1ccccc1.CCO.CCO.CCO.CCO.CCO.CCO

Atoms and positions in Å:
1 Cl 2.807 -0.018 -1.364
2 O 0.430 -4.498 -1.212
3 O -3.890 1.574 0.692
4 O 2.912 -2.212 4.726
5 O -0.204 5.329 -3.266
6 O 0.434 -1.179 1.104
7 O -1.214 -1.157 3.526
8 C -1.439 0.846 -4.559
9 C -0.841 5.286 -4.538
10 C 0.408 -2.599 1.246
11 C 0.403 -5.913 -1.070
12 C -0.683 -0.754 4.780
13 C -2.271 0.637 -3.247
14 C 2.998 2.133 -3.551
15 C -1.803 1.200 -1.857
16 C -6.184 0.872 0.459
17 C -0.450 1.983 -1.718
18 C -0.039 0.612 4.658
19 C -0.105 1.638 -4.398
20 C 3.145 -0.999 5.435
21 C -4.728 0.452 0.439
22 C 4.127 -1.239 6.565
23 C 1.783 -6.431 -0.713
24 C 1.789 -3.111 1.602
25 C 1.790 2.970 -2.830
26 C -1.952 6.314 -4.602
27 C 0.406 2.197 -3.018
28 B 2.967 0.543 -3.129
29 H 0.601 1.826 -5.291
30 H 1.733 4.024 -3.295
31 H 3.740 -1.990 7.260
32 H -6.839 0.019 0.260
33 H 0.370 0.938 5.618
34 H 1.783 -4.198 1.720
35 H -6.371 1.643 -0.294
36 H 0.769 0.593 3.920
37 H -2.699 6.126 -3.826
38 H 2.552 -2.852 5.354
39 H 5.073 -1.623 6.175
40 H 2.139 -2.657 2.534
41 H -2.415 1.078 -0.896
42 H -0.086 5.490 -5.300
43 H 3.543 -0.265 4.731
44 H -6.450 1.301 1.429
45 H -0.098 2.398 -0.714
46 H 3.016 -0.224 -4.037
47 H 0.051 -6.354 -2.007
48 H -3.253 0.062 -3.338
49 H 2.784 2.230 -4.683
50 H -0.307 -2.848 2.033
51 H 2.134 -5.978 0.218
52 H 4.022 2.610 -3.361
53 H -0.313 -6.160 -0.282
54 H -1.749 0.431 -5.577
55 H 2.508 -6.167 -1.489
56 H 1.774 -7.517 -0.595
57 H -4.125 1.924 1.561
58 H -1.503 -0.727 5.502
59 H 0.045 -1.502 5.112
60 H -0.767 1.351 4.315
61 H -4.531 -0.312 1.198
62 H -0.876 5.138 -2.597
63 H -1.232 4.276 -4.701
64 H 0.057 -3.040 0.309
65 H -1.557 7.318 -4.427
66 H 1.063 -0.970 0.401
67 H 2.190 -0.626 5.819
68 H 2.123 3.059 -1.725
69 H -4.461 0.043 -0.538
70 H 2.513 -2.845 0.826
71 H -2.446 6.295 -5.577
72 H 4.320 -0.316 7.116
73 H -0.479 -1.186 2.893
74 H 1.059 -4.288 -1.916

---

Molecular formula: C52H46CaCl4N4Si2Te2
Method: DFT, the ωB97M-V functional and the def2-TZVPD basis

Output
LUMO, eV: 3.6
Highest occupied orbital energy, eV: -0.83
Energy relative to the best compared isomer or geometry (same formula, charge and spin), eV: 0.000
Total charge: -2

Atoms and positions in Å:
1 Te -1.952 -3.136 3.378
2 Te -1.519 1.472 -0.300
3 Ca 0.168 -1.859 1.454
4 Cl 9.660 -0.838 0.905
5 Cl -0.300 4.945 8.257
6 Cl -8.994 0.202 0.617
7 Cl 0.391 -4.683 -7.765
8 Si 1.693 2.626 -0.735
9 Si -2.691 1.604 -3.387
10 N 1.738 -2.102 -0.192
11 N 1.677 -0.417 2.371
12 N -1.301 -2.409 -0.149
13 N -1.278 -0.292 2.200
14 C -4.620 -1.018 0.928
15 C -0.959 3.903 5.834
16 C -0.161 3.776 6.957
17 C -3.195 -1.386 1.003
18 C -0.414 -4.555 -3.844
19 C 2.829 -3.216 -1.811
20 C 3.651 -1.209 1.123
21 C 2.721 1.133 3.676
22 C -2.476 -1.042 2.282
23 C -5.603 -1.926 0.522
24 C -0.999 -2.757 -1.439
25 C 3.036 -0.468 2.113
26 C 0.738 2.730 7.072
27 C 0.155 0.938 3.771
28 C -1.606 0.201 -3.979
29 C -6.373 0.653 1.176
30 C 1.103 -3.117 -5.662
31 C -1.763 2.620 -2.126
32 C 0.227 2.477 0.426
33 C -0.833 2.980 4.808
34 C 1.432 0.540 3.291
35 C 0.254 -3.014 -1.971
36 C 3.073 -2.006 0.068
37 C -4.299 1.006 -2.632
38 C -7.311 -0.270 0.741
39 C -3.117 2.690 -4.872
40 C 5.144 -1.125 1.073
41 C -3.204 -2.197 -1.412
42 C 3.690 0.491 2.988
43 C -1.101 0.379 3.329
44 C 7.149 -0.016 0.288
45 C 1.071 -2.749 -4.328
46 C -2.321 0.320 4.113
47 C 3.221 2.929 0.309
48 C 0.072 1.912 4.875
49 C -2.600 -1.996 -0.081
50 C 5.766 -0.117 0.342
51 C -6.937 -1.560 0.415
52 C -3.150 -0.542 3.492
53 C -2.248 -2.668 -2.223
54 C -0.402 -4.934 -5.180
55 C 7.914 -0.949 0.966
56 C 7.326 -1.971 1.690
57 C -5.045 0.276 1.267
58 C 3.778 -2.706 -0.941
59 C 0.837 1.806 6.044
60 C 0.305 -3.448 -3.387
61 C 1.576 4.141 -1.867
62 C 1.559 -2.812 -1.328
63 C 1.903 1.098 -1.781
64 C 5.941 -2.051 1.736
65 C 0.358 -4.210 -6.077
66 H -2.132 -0.452 -4.681
67 H -0.767 2.842 -2.512
68 H 7.628 0.774 -0.274
69 H -2.348 -2.874 -3.278
70 H 3.024 -3.803 -2.696
71 H -4.826 0.309 -3.287
72 H -0.997 -5.122 -3.128
73 H 1.086 4.983 -1.370
74 H 1.640 -1.889 -3.996
75 H -0.043 3.438 0.866
76 H 1.978 0.202 -1.159
77 H 1.337 2.631 7.968
78 H 3.106 3.833 0.912
79 H -2.467 0.762 5.087
80 H -4.304 1.001 1.584
81 H -7.685 -2.275 0.099
82 H -4.962 1.852 -2.429
83 H 2.804 1.163 -2.400
84 H -5.307 -2.945 0.305
85 H -1.445 3.083 3.920
86 H 4.850 -2.809 -1.023
87 H 0.527 1.822 1.252
88 H -4.113 0.494 -1.684
89 H 2.865 1.956 4.357
90 H -3.736 3.540 -4.573
91 H -2.262 3.568 -1.915
92 H -0.724 0.598 -4.489
93 H 1.045 0.957 -2.442
94 H -1.269 -0.414 -3.141
95 H 3.391 2.097 0.994
96 H -2.206 3.083 -5.332
97 H 5.463 -2.843 2.300
98 H 5.150 0.599 -0.186
99 H -4.217 -1.955 -1.693
100 H -1.662 4.723 5.759
101 H 4.110 3.053 -0.318
102 H -0.970 -5.791 -5.519
103 H 7.946 -2.688 2.210
104 H 2.588 4.457 -2.134
105 H 1.688 -2.556 -6.378
106 H 1.508 0.964 6.151
107 H -3.662 2.128 -5.634
108 H -4.123 -0.868 3.825
109 H 4.751 0.692 3.025
110 H -6.679 1.661 1.426
111 H 1.041 3.941 -2.797